[1]
This record from OMol25 describes 5 unconnected molecules or ions with the total composition C16H29Cl4N3. The level of theory is wB97M-V/def2-TZVPD.

Structure (XYZ):
```
52
Properties=species:S:1:pos:R:3:forces:R:3:nbo_charge:R:1
C 2.8742 16.2772 1.4491 -0.7230 0.9700 0.6190 -0.60
C 3.0734 14.9431 0.8887 1.7635 -1.2670 -0.2375 -0.39
C 3.4586 15.0039 -0.5877 0.3156 -0.7417 -0.5836 -0.52
C 4.9160 15.2672 -0.8474 0.4008 0.3816 0.7383 0.33
N 6.0604 15.4630 -0.9202 -1.6824 -0.2392 -0.0898 -0.40
H 2.7154 16.0892 2.5110 -0.0911 0.8848 0.1573 0.22
H 1.9934 16.7138 0.9783 -0.2107 0.2432 0.3264 0.20
H 3.6968 16.9660 1.2569 0.1760 -0.1249 0.2553 0.21
H 2.2506 14.2814 1.1593 -0.3082 0.0641 -0.7738 0.22
H 3.9084 14.4769 1.4117 0.2175 -0.1343 0.0628 0.20
H 2.8625 15.7523 -1.1099 0.1031 -0.0429 -0.1385 0.25
H 3.2678 14.0331 -1.0452 -0.0981 0.0318 -0.2969 0.28
C 4.4339 9.2735 -5.6284 0.8653 0.0399 -0.5955 -0.61
C 4.8802 8.7371 -7.0248 -1.0006 -0.2889 0.6635 -0.38
C 4.1977 9.4975 -8.1524 -0.7560 -0.8829 -0.3402 -0.52
C 4.9034 10.6350 -8.5922 -2.2778 -2.8852 1.8368 0.29
N 5.4912 11.4936 -8.9642 3.3317 4.8996 -2.0889 -0.33
H 4.8263 8.5849 -4.8801 -0.3396 0.1423 0.2330 0.22
H 3.3657 9.4602 -5.5185 -0.1331 -0.6927 -0.1620 0.21
H 4.8347 10.2645 -5.4154 0.4529 0.0080 -0.1238 0.21
H 4.5558 7.7036 -7.1463 -0.1252 -0.1192 0.3103 0.21
H 5.9642 8.6794 -7.1235 -0.0118 0.4266 -0.0190 0.22
H 3.1793 9.7724 -7.8781 0.0004 0.0685 0.1673 0.25
H 4.0824 8.9477 -9.0865 0.0004 -0.6881 0.1584 0.25
C 6.1999 13.7420 -4.4251 0.8497 0.1813 1.2746 -0.61
C 7.2211 13.0654 -3.4696 -1.5696 0.1532 0.1483 -0.39
C 6.4670 12.3367 -2.2835 -1.3465 -0.7978 -0.3339 -0.50
C 4.9578 12.0214 -2.3658 -2.7654 -0.4360 -1.5239 0.30
N 3.7932 11.7859 -2.4568 4.4880 0.9313 0.5565 -0.39
H 6.7546 14.4554 -5.0346 -0.3318 -0.2504 -0.5173 0.22
H 5.5085 14.3211 -3.8130 -0.1052 0.0513 -0.1085 0.21
H 5.6204 12.9870 -4.9566 0.1897 0.2343 -0.3292 0.21
H 7.9013 13.7905 -3.0228 -0.2630 0.1262 0.0770 0.22
H 7.8617 12.4113 -4.0612 -0.2104 -0.4748 0.3000 0.21
H 6.4182 12.8908 -1.3461 0.9856 0.1402 -0.0385 0.26
H 6.9052 11.3470 -2.1546 0.1610 0.1054 0.4891 0.24
Cl 5.2450 18.2264 -6.2826 0.1192 -0.2166 -0.6004 -0.02
C 4.5413 18.6765 -4.7564 0.6690 -0.4326 1.9108 -0.42
C 4.7594 17.6287 -3.6256 -1.9618 -0.0161 -0.3829 -0.33
Cl 3.4794 16.2542 -3.8418 1.2444 0.9945 0.1716 -0.12
H 3.4868 18.9338 -4.8553 0.1040 -0.3073 -0.0911 0.23
H 5.0550 19.5591 -4.3753 0.0776 0.1940 -0.2974 0.22
H 4.4736 18.1206 -2.6958 -0.1784 -0.1023 0.0172 0.21
H 5.7424 17.1962 -3.4391 -0.0675 -0.1209 -0.7378 0.24
Cl 9.0609 19.6627 0.1524 -0.2357 0.8701 0.7212 -0.05
C 9.5323 18.2178 -0.7150 0.7703 0.2720 0.0995 -0.40
C 8.4604 17.9113 -1.7024 -0.7035 0.0366 -0.8160 -0.40
Cl 8.8686 16.3867 -2.4708 0.1914 -0.6290 -0.6277 -0.05
H 9.8340 17.4575 0.0054 -0.5794 -0.1720 -0.1782 0.23
H 10.4312 18.4908 -1.2677 0.0004 -0.1602 -0.0194 0.22
H 8.4463 18.6922 -2.4628 0.2779 -0.0393 -0.1037 0.22
H 7.4140 17.8421 -1.4050 0.3205 -0.1885 0.8613 0.23
```
Forces are in eV/Å.

Summary:
net charge	0
structure (SMILES)	CCCC#N.CCCC#N.CCCC#N.ClCCCl.ClCCCl
frontier orbital gap	11.31	eV

---

[2]
This record from OMol25 describes 2 unconnected molecules or ions with the total composition C9H13N2O3. The level of theory is wB97M-V/def2-TZVPD.

Structure (XYZ):
```
27
Properties=species:S:1:pos:R:3:forces:R:3:nbo_charge:R:1
C 0.8755 2.4003 -0.9806 -0.6653 0.5515 -1.3196 0.31
C 1.4806 0.9256 0.6107 0.2825 -0.4966 0.3205 0.63
C 0.0131 -0.2586 2.1071 -1.2059 -1.6356 0.2141 0.98
C -0.7088 -2.3812 0.2178 -0.2725 2.4518 2.2037 0.37
C 1.8911 3.4120 -0.6060 -1.1905 -0.0502 1.5354 -0.54
C 2.9402 1.4102 0.5133 -2.3556 -0.4164 2.9765 -0.47
C 2.8877 2.9269 0.4245 2.4722 0.6350 -0.8139 -0.41
C -4.2814 -2.5288 -0.4499 3.5030 -1.3039 -2.6704 -0.63
C -2.8657 -3.1849 -0.4238 -0.0550 -1.5135 -3.7877 -0.10
N 0.6569 1.3078 -0.3379 -0.8833 0.7490 -1.1226 -0.46
N 1.0136 0.1346 1.5693 3.5354 2.1477 -1.2598 -0.56
O -0.7603 -0.7844 2.7413 -1.2104 0.1202 0.9075 -0.33
O -0.2449 -3.0754 -0.7406 0.0829 -1.6063 -2.0453 -0.66
O -2.0097 -2.4242 0.3727 1.2311 -0.0332 1.2953 -0.50
H 0.2836 2.6153 -1.9323 0.6724 -0.5579 1.3687 0.23
H 2.1968 3.8706 -1.4858 1.2050 0.5378 -1.8078 0.27
H 1.4048 4.2595 -0.1149 -0.6001 -0.0031 -0.1836 0.29
H 3.2946 1.1191 1.5215 0.9375 -0.1607 -1.0571 0.27
H 3.3651 1.0078 -0.3705 0.8248 -0.7175 -0.4435 0.26
H 3.9873 3.2434 0.2321 -1.9062 -0.3008 -0.0960 0.27
H 2.6427 3.4656 1.3202 -0.0395 -0.4880 0.8998 0.24
H -4.9284 -3.1072 0.1105 -1.6624 -0.4181 1.1032 0.23
H -4.1014 -1.5306 -0.2795 -0.2395 2.2951 1.5571 0.22
H -4.4744 -2.4558 -1.5096 -1.0030 -0.6687 -0.3408 0.22
H -2.3008 -3.2437 -1.4728 -1.7928 0.3085 1.7849 0.18
H -2.9433 -4.2654 -0.1744 0.3490 0.7591 0.5790 0.20
H 0.6857 -2.8582 -0.8624 -0.0138 -0.1852 0.2023 0.51
```
Forces are in eV/Å.

Summary:
net charge	+1
frontier orbital gap	6.19	eV

---

[3]
This record from OMol25 describes a molecular structure, CBrClFO2S. The level of theory is wB97M-V/def2-TZVPD.

Structure (XYZ):
```
7
Properties=species:S:1:pos:R:3:forces:R:3:nbo_charge:R:1
C 0.6600 0.1146 0.1937 1.3139 -0.1425 0.8076 -0.24
O -1.6025 -0.9312 -1.1558 0.2868 -0.2113 0.2290 -0.94
O -1.9589 0.1637 0.9956 0.3408 -0.2322 -0.0998 -0.93
F 3.0374 0.8773 -0.8661 -0.9581 -0.2047 0.2878 -0.83
S -1.1437 -0.7643 0.2156 -1.8278 0.2210 -0.7745 1.66
Cl 0.7087 1.4800 1.1615 0.3809 0.3470 -0.1779 0.14
Br 1.7838 -1.2783 0.7989 0.4635 0.2226 -0.2722 0.14
```
Forces are in eV/Å.

Summary:
net charge	-1
frontier orbital gap (alpha / beta)	6.25 / 6.32	eV

---

[4]
This record from OMol25 describes a molecular structure, C29H50CoFN6O6PSeSi2. The level of theory is wB97M-V/def2-TZVPD.

Structure (XYZ):
```
97
Properties=species:S:1:pos:R:3:forces:R:3:lowdin_charge:R:1
Co 0.5205 0.4211 -0.6009 0.4411 0.2825 0.5398 0.68
C 3.0558 2.9404 2.5421 0.0200 -0.0209 0.0876 -0.16
Si 2.2282 1.5094 3.4121 0.0678 0.2211 -0.0188 0.51
C 3.5022 0.1365 3.5928 -0.1341 -0.0608 0.0251 -0.18
C 1.6869 2.0565 5.1213 0.0821 -0.0643 -0.0307 -0.17
C 0.6962 1.0813 2.3248 0.0678 -0.2186 -0.2512 -0.36
Si -1.1632 1.0717 2.8828 -0.1780 0.1843 -0.1456 0.53
C -2.1411 -0.2876 2.0407 0.1308 -0.1303 0.0918 -0.14
C -1.7820 2.7394 2.3142 0.0079 -0.0462 0.0316 -0.16
C -1.4547 0.9390 4.7330 0.1049 -0.1046 -0.0289 -0.17
H 3.9279 3.2928 3.0969 0.0016 -0.0051 0.0081 0.04
H 2.3693 3.7844 2.4393 -0.0075 -0.0052 -0.0047 0.04
H 3.3820 2.6463 1.5435 -0.0163 -0.0192 -0.0052 0.03
H 4.3771 0.6013 4.0554 0.0089 0.0043 -0.0003 0.05
H 3.8081 -0.2743 2.6310 -0.0046 0.0403 -0.0171 0.02
H 3.2378 -0.7060 4.2391 0.1164 0.0428 -0.0262 0.01
H 2.5686 2.4381 5.6423 -0.0002 0.0042 0.0234 0.04
H 1.2683 1.2525 5.7313 -0.0206 0.0092 -0.0187 0.02
H 0.9555 2.8655 5.0896 -0.0001 -0.0010 -0.0278 0.04
H 0.6711 2.0069 1.7280 -0.0833 0.0814 0.0961 0.07
H -1.8721 -0.4174 0.9922 -0.0134 0.0001 0.0652 0.02
H -3.1939 0.0045 2.0706 -0.0077 0.0353 0.0016 0.06
H -2.0658 -1.2425 2.5622 -0.0315 0.0124 0.0393 0.01
H -1.6321 2.8583 1.2386 -0.0222 -0.0193 0.0078 0.03
H -1.2672 3.5558 2.8274 0.0139 0.0082 0.0093 0.04
H -2.8499 2.8467 2.5158 -0.0033 0.0077 0.0219 0.05
H -1.0096 0.0604 5.2063 -0.0209 0.0452 -0.0282 0.01
H -2.5359 0.8638 4.8774 -0.0152 0.0050 -0.0081 0.05
H -1.1169 1.8228 5.2732 -0.0045 -0.0092 -0.0095 0.02
O 2.1086 0.4336 0.4819 -0.3339 -0.0108 -0.2865 -0.29
N 1.0064 0.1228 1.2282 -0.1659 -0.2750 -0.2638 -0.58
O -1.9829 2.6304 -1.8563 -0.0576 0.1202 0.0642 0.09
C -1.8982 1.4471 -1.6199 0.1224 -0.0741 -0.1130 -0.54
O -1.2099 0.9792 -0.5839 -0.1270 0.0933 -0.0092 -0.15
C -2.5908 0.4177 -2.4562 0.0183 0.0147 -0.0109 -0.14
C -3.4742 0.8539 -3.4346 -0.0269 0.0436 0.0544 -0.02
C -4.1348 -0.0418 -4.2753 -0.0145 -0.0358 -0.0003 0.03
C -3.8589 -1.3750 -4.0894 0.0144 -0.0144 0.0060 -0.22
O -4.3672 -2.4420 -4.7684 -0.0239 0.0378 0.0020 0.04
C -3.7221 -3.5993 -4.2371 -0.0025 -0.0311 -0.0145 -0.12
O -2.9015 -3.1837 -3.1462 0.0126 0.0252 0.0294 0.03
C -2.9767 -1.8140 -3.1150 -0.0088 0.0024 -0.0348 -0.21
C -2.3241 -0.9494 -2.2785 -0.0358 -0.0051 0.0652 0.06
H -3.6405 1.9182 -3.5295 0.0036 0.0016 -0.0114 0.12
H -4.8313 0.2890 -5.0322 -0.0027 0.0010 -0.0095 0.12
H -3.0974 -4.0504 -5.0122 -0.0176 -0.0088 0.0152 0.14
H -4.4789 -4.2972 -3.8769 0.0272 -0.0094 -0.0233 0.14
H -1.6140 -1.2919 -1.5394 -0.0250 -0.0309 -0.0254 0.10
C 3.8139 0.7627 -2.4604 0.0173 0.0215 -0.0115 -0.08
N 3.0179 0.6493 -3.6743 -0.0508 0.0644 -0.0326 -0.30
C 3.8152 0.6725 -4.8939 0.0122 -0.0470 -0.0090 -0.10
P 1.4290 1.0882 -3.7227 -0.1640 -0.1766 -0.1636 0.59
O 0.8633 1.0702 -2.3330 0.1002 0.2406 0.1850 -0.28
N 0.7722 0.0446 -4.8092 0.0062 0.0077 0.1303 -0.28
C 1.0795 -1.3832 -4.7121 -0.0010 0.0203 -0.0304 -0.08
C -0.5921 0.2749 -5.2922 0.0108 -0.0249 -0.0382 -0.07
N 1.1070 2.5739 -4.3415 0.0076 -0.0294 -0.0051 -0.29
C 1.4049 2.9166 -5.7251 0.0026 0.0034 0.0061 -0.10
C 0.8048 3.7226 -3.4922 -0.0037 -0.0135 -0.0028 -0.08
H 4.5385 -0.0540 -2.4351 0.0006 0.0031 0.0031 0.09
H 3.1864 0.6872 -1.5802 -0.0181 0.0016 0.0182 0.05
H 4.3652 1.7088 -2.4267 -0.0032 0.0015 0.0019 0.09
H 4.5424 -0.1419 -4.8671 0.0063 0.0053 0.0078 0.09
H 4.3621 1.6149 -5.0006 -0.0026 0.0017 -0.0071 0.09
H 3.1839 0.5297 -5.7680 -0.0098 -0.0006 -0.0003 0.07
H 2.0838 -1.5327 -4.3267 0.0063 -0.0048 -0.0026 0.08
H 1.0104 -1.8290 -5.7058 -0.0054 -0.0081 -0.0023 0.09
H 0.3709 -1.8867 -4.0476 0.0081 -0.0102 0.0106 0.08
H -0.8538 1.3273 -5.2213 0.0038 0.0032 -0.0084 0.08
H -1.3121 -0.2996 -4.7017 0.0812 0.0432 -0.0661 0.06
H -0.6627 -0.0420 -6.3346 0.0042 0.0073 -0.0168 0.10
H 1.4455 2.0229 -6.3437 0.0121 -0.0088 0.0029 0.07
H 2.3535 3.4543 -5.8160 -0.0029 0.0091 -0.0023 0.09
H 0.6120 3.5605 -6.1115 -0.0022 -0.0075 -0.0068 0.09
H 0.4688 3.3920 -2.5151 0.0063 0.0073 0.0082 0.06
H -0.0098 4.2913 -3.9439 0.0040 0.0105 -0.0041 0.09
H 1.6743 4.3793 -3.3901 -0.0036 -0.0006 0.0138 0.09
F 0.5144 -1.2863 -1.0436 0.2039 -0.1246 0.0755 -0.41
C -1.2453 -3.7710 2.1564 0.0343 -0.0207 0.0143 0.00
N -0.5488 -3.1145 3.2602 0.0135 0.0658 0.0527 -0.06
C 0.4529 -2.2304 3.1718 -0.1219 0.1894 -0.0196 -0.49
Se 1.3129 -1.7619 1.5447 0.0999 -0.3557 0.1113 1.28
N 0.7841 -1.8374 4.4086 -0.0411 0.0983 -0.0690 0.17
C -0.0361 -2.4539 5.3358 -0.0219 -0.0827 -0.0265 -0.17
C -0.1075 -2.3736 6.7226 -0.0156 0.0010 0.0040 0.01
C -1.0647 -3.1577 7.3294 0.0117 0.0114 0.0047 -0.05
C -1.9170 -3.9952 6.5890 -0.0140 -0.0150 -0.0178 -0.05
C -1.8421 -4.0787 5.2152 -0.0005 0.0345 -0.0011 0.02
C -0.8822 -3.2795 4.6000 0.0424 -0.0470 0.0533 -0.14
H -0.9739 -3.2809 1.2256 -0.0102 0.0111 -0.0008 0.07
H -2.3168 -3.6786 2.3202 0.0030 0.0013 -0.0087 0.11
H -0.9626 -4.8214 2.1182 -0.0084 -0.0021 0.0053 0.11
H 1.5349 -1.1862 4.5925 -0.0516 -0.0074 -0.0175 0.12
H 0.5495 -1.7331 7.2944 0.0056 0.0080 -0.0065 0.12
H -1.1636 -3.1319 8.4055 0.0017 0.0007 0.0060 0.12
H -2.6497 -4.5909 7.1151 -0.0041 -0.0039 -0.0001 0.12
H -2.4959 -4.7263 4.6486 -0.0050 -0.0058 0.0007 0.12
```
Forces are in eV/Å.

Summary:
net charge	+1
frontier orbital gap (alpha / beta)	6.28 / 6.28	eV

---

[5]
This record from OMol25 describes a molecular structure, C14H17Cl2HgN4S. The level of theory is wB97M-V/def2-TZVPD.

Structure (XYZ):
```
39
Properties=species:S:1:pos:R:3:forces:R:3:lowdin_spin:R:1
Hg 0.6976 0.3056 -0.6108 0.0024 0.1511 -0.3424 0.02
C 1.3152 2.9958 3.3511 -0.1038 -0.1459 -0.2931 0.02
C 0.8255 2.3789 2.0675 0.0915 0.0116 0.3235 0.18
N 1.2359 1.1750 1.6745 -0.5109 -0.2027 -1.4607 0.20
N 2.1417 0.4862 2.3903 0.8699 -0.4386 1.0149 0.00
C 2.5435 -0.7577 2.0949 -0.3204 0.0977 -0.1524 0.06
N 3.3572 -1.3784 3.0055 0.0533 0.3238 0.0505 0.03
S 2.0722 -1.6173 0.7216 -0.1247 0.0883 0.0198 0.02
C -0.0566 3.0775 1.2016 0.0380 -0.1400 -0.1773 0.09
C -0.5387 4.3836 1.4747 -0.0054 0.1268 0.0473 0.06
C -1.2709 5.0630 0.5428 0.0595 -0.1347 0.0041 0.04
C -1.5664 4.4487 -0.6821 -0.0625 -0.0272 -0.0498 0.11
C -1.1326 3.1543 -0.8627 -0.1095 0.1292 -0.2147 0.01
N -0.4096 2.4753 0.0192 0.3466 -0.3807 0.1821 0.12
H 1.3926 2.2485 4.1421 0.0114 0.0074 0.1078 0.00
H 0.6209 3.7491 3.7025 0.0253 0.0425 0.1097 0.00
H 2.2902 3.4713 3.2133 0.0650 0.0098 0.0922 0.01
H 2.5334 0.9097 3.2317 -0.2011 -0.0999 -0.2460 0.00
H 3.9409 -0.8121 3.6028 -0.0069 -0.0604 0.0218 0.00
H 3.7606 -2.2464 2.6902 -0.0032 0.1212 -0.0121 0.00
H -0.3165 4.8643 2.4136 0.0520 0.0224 0.0415 0.00
H -1.6174 6.0648 0.7446 -0.0167 0.1089 0.0626 0.00
H -2.1067 4.9691 -1.4552 -0.1209 -0.0385 -0.0822 0.01
H -1.3729 2.6218 -1.7764 0.0274 -0.0137 -0.0941 0.00
C -1.0270 -2.1811 -2.8853 -0.4620 0.2080 0.0814 0.00
C -0.9283 -0.8285 -2.8665 -0.0929 0.1093 -0.0486 0.00
C 0.4918 -0.4667 -2.7573 0.0907 0.4301 0.4043 0.00
C 1.1958 -1.7523 -2.8048 0.1616 0.1082 0.1734 0.00
C 0.2819 -2.7528 -2.8367 0.3866 -0.0474 -0.0515 0.00
H -1.9368 -2.7508 -2.9378 -0.2295 -0.0813 -0.0156 0.00
H -1.7355 -0.1200 -2.9883 -0.0141 0.0185 0.1023 0.00
H 0.8662 0.3433 -3.3862 -0.0312 -0.0066 0.2020 0.00
H 2.2693 -1.8505 -2.8148 0.0719 -0.0412 0.0638 0.00
H 0.4848 -3.8086 -2.8551 0.1099 -0.1658 0.0307 0.00
Cl -1.6371 -0.7767 0.9515 -0.0748 -0.1202 0.0921 0.00
C -3.2403 -0.3224 0.3548 -0.0316 -0.0067 -0.1111 0.00
Cl -4.4100 -0.2541 1.6783 -0.0762 0.0428 -0.0094 0.00
H -3.5688 -1.0824 -0.3510 0.0922 0.1442 0.0662 0.00
H -3.1772 0.6635 -0.1025 0.0428 -0.1501 0.0672 0.00
```
Forces are in eV/Å.

Summary:
net charge	0
⟨S²⟩	0.77
frontier orbital gap (alpha / beta)	5.69 / 7.79	eV
2S+1	2

---

[6]
This record from OMol25 describes a molecular structure, C2H6NO3. The level of theory is wB97M-V/def2-TZVPD.

Structure (XYZ):
```
12
Properties=species:S:1:pos:R:3:forces:R:3:lowdin_spin:R:1
C -0.1529 0.4032 1.5999 -1.2670 0.9016 -0.6152 0.01
C -0.2590 0.7266 -0.3768 2.5788 6.3535 -8.8382 0.64
N -0.9420 0.0269 0.4123 -4.6629 -5.8263 7.3194 0.66
O 0.6366 1.2617 0.4964 -0.4374 -0.5474 1.5826 0.55
O -0.7807 1.0530 2.5463 -2.7483 1.7773 -0.8864 0.03
O 1.0039 -0.8939 -1.2841 -0.6905 -1.3651 -0.3277 0.08
H 0.4243 -0.3162 2.0847 1.6139 -1.2590 0.1158 0.00
H -0.4768 0.9269 -1.4329 0.5337 0.4673 1.0907 0.02
H 1.8893 -0.7835 -0.9905 1.4446 0.0185 0.0916 0.00
H -1.7501 -0.6227 0.3464 0.7714 0.5991 -0.1332 0.01
H -1.6479 1.5382 2.2129 2.5223 -1.0357 0.9035 0.00
H 0.9444 -0.6014 -2.1937 0.3413 -0.0839 -0.3027 0.00
```
Forces are in eV/Å.

Summary:
net charge	+1
⟨S²⟩	2.01
frontier orbital gap (alpha / beta)	7.52 / 6.21	eV
2S+1	3

---

Q: What is the net charge in the first record?
A: 0